[1]
104
Properties=species:S:1:pos:R:3 method="wB97M-V/def2-TZVPD" orbital_gap_ev=1.27 fmax_ev_per_a=8.9 total_charge=+1
C 5.438 0.016 2.152
C 4.941 0.957 1.053
S 3.143 0.958 1.194
C 2.751 1.645 2.816
P 0.954 1.818 2.858
C 0.588 3.148 4.128
N -0.606 3.909 3.794
C 0.205 0.285 3.485
C 0.342 -0.916 2.544
C -1.014 -1.504 2.252
C -2.013 -0.510 1.687
N -2.639 -1.018 0.491
P 0.143 2.539 0.961
N 0.317 1.564 -0.268
H 6.504 -0.062 2.150
H 4.982 -0.988 2.018
H 5.096 0.432 3.082
H 5.350 1.915 1.269
H 5.210 0.661 0.078
H 3.243 2.577 2.974
H 3.076 0.995 3.611
H 0.361 2.658 5.040
H 1.380 3.848 4.204
H -1.337 3.317 3.465
H -0.399 4.594 3.105
H 0.745 0.043 4.405
H -0.811 0.458 3.773
H 0.914 -0.733 1.655
H 0.872 -1.666 3.096
H -0.915 -2.339 1.600
H -1.434 -1.898 3.153
H -2.728 -0.157 2.416
H -1.457 0.371 1.386
H -2.932 -0.205 -0.004
H -3.498 -1.466 0.770
H -1.237 2.770 1.180
H 0.745 3.864 0.671
H 0.822 0.748 0.065
C 1.614 -0.559 -8.588
Si 2.377 0.136 -7.021
C 3.314 1.695 -7.506
C 3.613 -1.144 -6.403
N 1.119 0.461 -5.884
Si 1.396 1.116 -4.341
C 2.161 2.837 -4.389
C 2.449 0.020 -3.233
C -0.278 1.308 -3.474
H 2.391 -0.768 -9.326
H 1.084 -1.488 -8.377
H 0.910 0.151 -9.024
H 3.949 1.487 -8.370
H 3.964 2.051 -6.704
H 2.625 2.495 -7.779
H 3.101 -2.028 -6.024
H 4.256 -0.749 -5.615
H 4.260 -1.455 -7.226
H 3.208 2.803 -4.683
H 2.115 3.305 -3.391
H 1.628 3.485 -5.086
H 2.085 -1.007 -3.241
H 2.413 0.381 -2.193
H 3.494 0.024 -3.543
H -0.767 0.339 -3.364
H -0.932 1.967 -4.031
H -0.136 1.729 -2.480
O -1.071 -4.246 0.414
S -0.674 -3.797 -0.928
O -1.794 -3.990 -1.861
O 0.474 -4.578 -1.411
O -0.297 -2.378 -0.875
Al 2.100 3.238 -0.320
C 0.297 -1.714 6.489
O 1.235 -1.612 5.534
H 0.615 -2.224 7.432
H -0.136 -0.741 6.902
H -0.652 -2.304 6.230
C -7.225 -2.713 1.970
C -5.859 -2.712 1.604
C -5.497 -3.642 0.471
O -4.404 -3.707 -0.004
C -6.542 -4.501 -0.054
C -7.920 -4.510 0.324
C -8.299 -3.499 1.388
O -9.418 -3.329 1.765
O -8.761 -5.229 -0.126
O -4.971 -2.046 2.101
H -7.558 -2.061 2.771
H -6.195 -5.191 -0.819
O -2.509 -0.764 7.363
H -2.653 -0.487 6.446
H -2.796 -1.686 7.501
H -2.929 -0.151 8.004
K -2.196 2.362 -3.152
C 3.394 3.567 -11.399
O 2.957 4.026 -10.297
O 3.690 2.193 -11.384
O 3.576 4.179 -12.443
H 3.444 2.016 -10.456
Mg 4.697 -1.798 3.370
C -3.851 0.648 10.898
Cl -2.304 1.127 10.157
Cl -3.778 -0.995 11.526
H -4.071 1.329 11.707
H -4.630 0.701 10.150



[2]
94
Properties=species:S:1:pos:R:3 method="wB97M-V/def2-TZVPD" s2=8.77 orbital_gap_ev="6.31 / 6.41" multiplicity=6 relative_energy_kcal_mol=29.3 fmax_ev_per_a=2.0 total_charge=-1
Ru -0.107 -0.041 0.518
O -1.630 0.427 6.359
C -2.397 1.308 5.523
C -1.971 1.140 4.066
C -2.901 2.033 3.237
O -4.275 1.631 3.301
C -2.140 -0.332 3.701
Se -2.156 -0.797 1.796
C -0.508 1.577 3.945
Se 0.139 2.103 2.168
H -1.982 0.474 7.248
H -2.237 2.351 5.819
H -3.465 1.089 5.596
H -2.554 2.045 2.209
H -2.849 3.057 3.620
H -4.348 0.821 2.779
H -3.094 -0.696 4.077
H -1.357 -0.922 4.166
H 0.147 0.788 4.302
H -0.339 2.467 4.551
C 3.103 -2.735 -2.797
C 2.678 -1.677 -1.799
O 1.323 -1.933 -1.357
P 1.102 -2.535 0.110
O -0.298 -2.970 0.263
Te 2.169 -1.099 1.701
O 2.105 -3.818 0.101
C 1.561 -5.111 -0.268
C 1.118 -5.877 0.961
H 4.082 -2.483 -3.217
H 2.376 -2.793 -3.610
H 3.166 -3.711 -2.311
H 2.681 -0.693 -2.249
H 3.353 -1.654 -0.946
H 2.355 -5.642 -0.792
H 0.721 -4.989 -0.951
H 1.921 -5.902 1.699
H 0.848 -6.902 0.687
H 0.248 -5.390 1.404
C -2.065 3.486 -0.742
C -3.291 2.865 -1.398
C -4.092 3.964 -2.086
C -4.166 2.153 -0.368
O -2.912 1.956 -2.436
Si -2.220 0.442 -2.438
O -1.117 0.094 -1.346
O -3.542 -0.552 -2.451
C -3.652 -1.979 -2.481
C -5.087 -2.274 -2.897
C -3.384 -2.549 -1.094
C -2.679 -2.597 -3.490
O -1.652 0.339 -3.996
C -0.526 0.958 -4.606
C -0.854 1.089 -6.087
C -0.219 2.336 -4.013
C 0.665 0.041 -4.394
H -2.346 4.157 0.074
H -1.488 4.049 -1.487
H -1.423 2.711 -0.350
H -4.438 4.699 -1.353
H -4.959 3.530 -2.596
H -3.469 4.470 -2.830
H -4.565 2.859 0.366
H -3.584 1.387 0.158
H -4.993 1.650 -0.881
H -5.774 -1.818 -2.178
H -5.266 -3.353 -2.927
H -5.287 -1.849 -3.886
H -4.110 -2.155 -0.378
H -2.387 -2.264 -0.757
H -3.449 -3.642 -1.102
H -2.779 -2.102 -4.460
H -2.878 -3.667 -3.599
H -1.646 -2.460 -3.144
H -1.726 1.739 -6.209
H -1.098 0.105 -6.495
H -0.011 1.511 -6.645
H -1.117 2.960 -4.034
H 0.579 2.824 -4.581
H 0.093 2.233 -2.964
H 0.474 -0.936 -4.851
H 0.778 -0.096 -3.318
H 1.583 0.466 -4.820
C 4.121 3.358 0.816
N 2.994 2.482 0.589
C 2.514 2.130 -0.621
N 3.234 2.556 -1.720
O 1.477 1.479 -0.766
H 4.125 3.646 1.865
H 4.055 4.269 0.213
H 5.075 2.866 0.602
H 2.377 2.258 1.366
H 4.220 2.721 -1.632
H 2.914 2.168 -2.591



[3]
90
Properties=species:S:1:pos:R:3 method="wB97M-V/def2-TZVPD" orbital_gap_ev=6.94 fmax_ev_per_a=1.1 total_charge=-1
C 6.179 -0.285 -1.310
C 4.876 0.030 -2.028
O 3.986 0.659 -1.145
N 3.006 1.380 -1.905
C 1.757 1.466 -1.184
C 1.054 0.123 -0.944
C 0.579 -0.568 -2.220
C -0.155 -1.871 -2.006
N -1.035 -1.994 -0.867
O -0.058 -2.795 -2.766
C 0.851 2.457 -1.951
O 0.265 3.305 -1.255
O 0.774 2.233 -3.180
H 5.986 -0.443 -0.249
H 6.872 0.552 -1.396
H 6.645 -1.167 -1.747
H 5.059 0.663 -2.905
H 4.418 -0.905 -2.391
H 2.881 0.955 -2.819
H 1.970 1.902 -0.206
H 1.749 -0.544 -0.419
H 0.214 0.315 -0.273
H -0.116 0.082 -2.761
H 1.413 -0.798 -2.880
H -0.447 -2.071 -0.041
H -1.558 -1.131 -0.749
C -2.574 -5.674 2.776
O -2.583 -4.409 2.148
C -3.349 -4.372 0.950
C -4.707 -3.752 1.178
O -5.520 -4.533 2.046
C -5.552 -4.046 3.372
H -2.149 -5.542 3.770
H -3.582 -6.085 2.871
H -1.949 -6.380 2.217
H -3.457 -5.379 0.535
H -2.799 -3.765 0.227
H -5.228 -3.680 0.219
H -4.592 -2.739 1.576
H -6.161 -3.136 3.434
H -4.550 -3.831 3.751
H -6.009 -4.813 3.997
C 4.686 3.080 1.442
O 5.882 2.658 2.087
C 5.803 2.666 3.497
C 5.530 1.280 4.041
O 4.249 0.811 3.666
C 4.258 -0.052 2.541
H 4.765 2.801 0.393
H 3.810 2.590 1.868
H 4.567 4.166 1.517
H 5.029 3.360 3.841
H 6.768 3.016 3.882
H 5.561 1.309 5.136
H 6.310 0.591 3.698
H 4.663 -1.035 2.810
H 4.836 0.368 1.716
H 3.227 -0.173 2.213
C -9.416 -3.293 3.050
O -9.298 -2.408 4.151
C -8.581 -1.223 3.846
C -9.505 -0.049 3.608
O -10.309 -0.231 2.454
C -11.626 -0.656 2.743
H -10.157 -4.047 3.312
H -9.744 -2.771 2.148
H -8.462 -3.793 2.853
H -7.940 -1.377 2.973
H -7.937 -0.996 4.702
H -8.900 0.849 3.450
H -10.132 0.115 4.490
H -12.217 0.166 3.165
H -11.636 -1.499 3.438
H -12.082 -0.967 1.804
C 6.223 5.380 -6.817
O 4.957 4.760 -6.892
C 5.013 3.344 -6.802
C 4.692 2.841 -5.412
O 5.676 3.248 -4.474
C 5.254 4.344 -3.679
H 6.056 6.448 -6.682
H 6.807 5.002 -5.975
H 6.788 5.226 -7.746
H 6.002 2.986 -7.109
H 4.274 2.943 -7.503
H 4.688 1.746 -5.429
H 3.698 3.173 -5.100
H 4.520 4.017 -2.935
H 4.820 5.141 -4.287
H 6.131 4.732 -3.162



[4]
83
Properties=species:S:1:pos:R:3 method="wB97M-V/def2-TZVPD" s2=3.83 orbital_gap_ev="5.27 / 4.04" multiplicity=4 relative_energy_kcal_mol=111.7 fmax_ev_per_a=11.7 total_charge=+4
Re -0.631 0.699 -0.169
C -1.142 2.363 -0.793
O -1.675 3.414 -1.199
C -1.989 -0.349 0.683
O -2.930 -0.813 1.108
P -0.299 -0.180 -2.239
C -0.120 -2.060 -2.638
H -0.356 -2.320 -3.694
C -2.241 -0.166 -2.983
H -2.815 -0.299 -2.044
C 0.585 0.467 -3.837
H 1.591 0.133 -3.540
C 1.668 3.317 1.498
P 0.727 1.582 1.551
H 1.583 1.583 4.001
H 2.575 2.872 1.078
C -0.702 2.399 2.917
H -0.201 3.124 3.596
C -2.658 1.189 -3.568
H -2.275 1.335 -4.599
H -2.366 2.024 -2.961
H -3.778 1.212 -3.639
C -2.708 -1.253 -3.972
H -3.790 -1.094 -4.191
H -2.604 -2.271 -3.579
H -2.162 -1.200 -4.916
C 0.277 -0.159 -5.196
H 0.340 -1.248 -5.195
H 1.020 0.203 -5.928
H -0.714 0.143 -5.560
C 0.562 1.984 -3.882
H 1.321 2.322 -4.600
H 0.790 2.424 -2.909
H -0.423 2.362 -4.212
C 1.354 -2.420 -2.397
H 2.040 -1.834 -3.036
H 1.496 -3.484 -2.614
H 1.635 -2.234 -1.341
C -1.021 -2.887 -1.726
H -0.719 -2.719 -0.686
H -0.892 -3.968 -1.954
H -2.084 -2.644 -1.791
C 2.034 4.052 2.805
H 2.451 3.407 3.578
H 1.155 4.572 3.210
H 2.796 4.831 2.576
C 1.123 4.324 0.495
H 0.167 4.749 0.829
C 1.320 -0.455 3.383
H 0.985 3.905 -0.494
H 1.846 5.161 0.407
C 3.245 1.001 2.741
H 1.434 -1.079 2.472
H 1.962 -0.865 4.188
H 0.267 -0.552 3.693
C 1.751 0.968 3.088
H 3.780 0.469 3.519
H 3.668 2.003 2.642
H 3.419 0.463 1.771
C -1.347 1.327 3.795
H -1.754 0.500 3.214
H -2.182 1.781 4.366
H -0.642 0.923 4.547
C -1.832 3.151 2.202
H -1.491 3.928 1.515
H -2.473 3.639 2.980
H -2.476 2.470 1.626
H 2.376 0.924 1.008
H 1.626 -0.179 -1.904
C 0.433 -3.633 3.477
P 0.130 -3.538 1.708
C -1.575 -4.115 1.495
C 1.201 -4.776 0.928
O 0.348 -2.171 1.107
H 0.321 -4.677 3.803
H -0.297 -3.011 4.000
H 1.446 -3.287 3.699
H -2.251 -3.367 1.923
H -1.808 -4.246 0.429
H -1.689 -5.083 2.015
H 1.072 -4.744 -0.163
H 2.243 -4.532 1.180
H 0.955 -5.785 1.303